C3H13N2OSi | wB97M-V/def2-TZVPD

Values from the calculation:
Net charge: +1
M (g/mol): 121.24
HOMO (eV): -14.5
Largest force on an atom (eV/A): 3.3
HOMO-LUMO gap (eV): 11.7
Energy above the lowest of the compared OMol25 structures with the same formula, charge and spin (eV): 0.4537
DFT total energy (eV): -16221.2188

Bonds (Å) are listed after each position.
Element x y z (Å)
1 C -2.323 -0.819 -1.156  Si7 1.876, H8 1.090, H9 1.017, H10 1.029
2 C -1.934 1.620 1.010  Si7 1.881, H11 1.020, H12 1.111, H13 1.088
3 C 0.942 -1.562 0.255  N4 1.306, O6 1.314, H14 1.126
4 N 2.149 -1.359 -0.200  C3 1.306, H15 1.016, H16 1.223
5 N 3.136 1.264 -0.365  H17 0.981, H18 1.020, H19 1.008
6 O 0.154 -0.577 0.622  C3 1.314, Si7 2.121
7 Si -1.934 -0.210 0.576  C1 1.876, C2 1.881, O6 2.121, H20 1.477
8 H -2.860 -1.758 -1.288  C1 1.090
9 H -2.982 -0.181 -1.595  C1 1.017
10 H -1.423 -0.852 -1.653  C1 1.029
11 H -1.323 2.030 0.304  C2 1.020
12 H -2.938 2.087 0.908  C2 1.111
13 H -1.663 1.800 2.049  C2 1.088
14 H 0.604 -2.620 0.441  C3 1.126
15 H 2.839 -2.083 -0.383  N4 1.016
16 H 2.557 -0.207 -0.242  N4 1.223
17 H 3.334 1.500 -1.297  N5 0.981
18 H 3.936 1.206 0.265  N5 1.020
19 H 2.352 1.687 0.108  N5 1.008
20 H -2.620 -0.965 1.643  Si7 1.477

Here is what natural (NBO) gives for the atomic charges, in e: C -1.122; C -1.117; C 0.544; N -0.758; N -1.051; O -0.765; Si 1.615; H 0.278; H 0.260; H 0.247; H 0.239; H 0.279; H 0.273; H 0.177; H 0.425; H 0.437; H 0.407; H 0.404; H 0.403; H -0.177